(1)
DFT (ωB97M-V/def2-TZVPD) results for a gas-phase ion, C5H8N (charge +1).

The calculation puts the energy above the lowest of the compared OMol25 structures with the same formula, charge and spin at 93.4 kcal/mol. As for the energy: -249.6763 a.u. The largest force on an atom is 5.16 eV/Å. The total charge is +1.

The geometry in XYZ format:
```
14
Properties=species:S:1:pos:R:3:mulliken_charge:R:1
C 0.29 2.01 0.52 -0.17
N 0.17 0.85 0.06 -0.10
C -0.73 -0.27 -0.05 0.39
C -2.07 -0.62 0.12 -1.11
C 0.60 -0.36 -0.22 0.46
C 1.89 -1.09 -0.50 -1.00
H -0.56 2.65 0.66 0.25
H 1.25 2.45 0.73 0.27
H -2.35 -1.71 0.13 0.32
H -2.62 -0.05 -0.73 0.33
H -2.46 -0.11 0.91 0.37
H 2.11 -1.57 0.53 0.29
H 2.74 -0.53 -0.76 0.38
H 1.74 -1.64 -1.40 0.33
```

=====

(2)
DFT (ωB97M-V/def2-TZVPD) results for a gas-phase ion, C4H11N2S (charge +1).

The calculation puts the energy above the lowest of the compared OMol25 structures with the same formula, charge and spin at 34.2 kcal/mol. As for the energy: -666.4135 a.u. The largest force on an atom is 4.08 eV/Å. The total charge is +1.

The geometry in XYZ format:
```
18
Properties=species:S:1:pos:R:3:mulliken_charge:R:1
H 0.28 0.81 2.20 0.25
N -0.39 1.22 1.56 -0.55
C -0.52 0.85 0.39 0.65
C -1.55 1.32 -0.55 -0.83
S -2.67 -0.10 -0.89 -0.19
C 0.50 -0.49 -0.37 -0.33
C 0.63 -1.59 0.64 -1.30
N 1.84 0.08 -0.70 -0.22
H -1.13 1.60 -1.52 0.32
H -2.12 2.15 -0.13 0.40
H -3.31 -0.06 0.27 0.17
H -0.01 -0.80 -1.28 0.42
H -0.36 -1.94 0.92 0.30
H 1.13 -1.25 1.55 0.36
H 1.18 -2.44 0.24 0.43
H 2.23 0.57 0.11 0.39
H 1.79 0.74 -1.49 0.36
H 2.49 -0.68 -0.95 0.37
```

=====

(3)
DFT (ωB97M-V/def2-TZVPD) results for a molecular structure, C48H39AsNOPSZr.

The calculation puts the energy above the lowest of the compared OMol25 structures with the same formula, charge and spin at 0.0 kcal/mol. As for the energy: -5004.5462 a.u. The largest force on an atom is 0.39 eV/Å. The total charge is +2.

The geometry in XYZ format:
```
93
Properties=species:S:1:pos:R:3:mulliken_charge:R:1
Zr -0.29 -0.86 0.48 -0.38
S -2.37 -2.13 0.23 -0.35
C -3.07 -1.44 -1.27 0.69
C -3.69 -2.30 -2.17 -0.78
C -4.28 -1.79 -3.33 -0.69
C -4.25 -0.43 -3.59 -0.80
C -3.63 0.43 -2.70 -0.42
C -3.05 -0.07 -1.54 -0.16
As -2.19 1.05 -0.23 1.71
C -3.48 1.54 1.10 0.04
C -3.06 1.62 2.42 -0.16
C -3.95 2.01 3.41 -0.76
C -5.26 2.31 3.07 -0.52
C -5.69 2.22 1.75 -0.76
C -4.80 1.84 0.75 -0.37
C -1.69 2.65 -1.16 0.37
C -2.05 3.89 -0.63 -0.48
C -1.66 5.05 -1.28 -0.81
C -0.91 4.97 -2.45 -0.64
C -0.55 3.74 -2.97 -0.88
C -0.94 2.57 -2.32 -0.27
H -3.74 -3.36 -1.96 0.54
H -4.77 -2.47 -4.01 0.44
H -4.71 -0.04 -4.49 0.46
H -3.61 1.50 -2.89 0.48
H -2.03 1.38 2.68 0.23
H -3.63 2.08 4.44 0.46
H -5.96 2.61 3.83 0.41
H -6.71 2.45 1.49 0.43
H -5.12 1.77 -0.28 0.45
H -2.65 3.95 0.27 0.48
H -1.94 6.02 -0.88 0.46
H -0.62 5.88 -2.96 0.42
H 0.02 3.68 -3.89 0.51
H -0.65 1.61 -2.73 0.54
C -1.68 -4.00 3.80 -0.70
C -1.89 -2.77 4.43 -0.66
C -1.22 -1.64 4.02 -0.55
C -0.30 -1.73 2.97 -0.17
C -0.06 -2.96 2.36 -0.32
C -0.77 -4.09 2.76 -0.64
N 0.29 -0.59 2.38 2.46
C 0.89 0.44 3.15 -0.09
C 1.53 0.16 4.35 -0.24
C 2.17 1.17 5.05 -0.85
C 2.18 2.47 4.55 -0.61
C 1.54 2.75 3.35 -1.17
C 0.89 1.75 2.66 -0.44
H -2.21 -4.88 4.13 0.46
H -2.59 -2.71 5.25 0.43
H -1.40 -0.68 4.49 0.50
H 0.73 -3.06 1.61 0.61
H -0.59 -5.04 2.28 0.49
H 1.53 -0.86 4.73 0.52
H 2.66 0.95 5.99 0.45
H 2.67 3.26 5.11 0.45
H 1.53 3.76 2.97 0.48
H 0.38 1.97 1.72 0.64
O 1.15 0.31 -0.52 0.18
P 2.26 -0.49 -1.25 2.57
C 1.51 -2.13 -1.39 -0.59
C 0.34 -2.22 -2.17 0.13
C -0.26 -3.45 -2.38 -0.60
C 0.30 -4.59 -1.81 -0.74
C 1.45 -4.51 -1.04 -0.69
C 2.07 -3.29 -0.83 -0.67
C 3.74 -0.56 -0.28 0.09
C 4.99 -0.45 -0.90 -0.85
C 6.14 -0.52 -0.13 -0.77
C 6.05 -0.70 1.24 -0.69
C 4.81 -0.80 1.86 -0.82
C 3.65 -0.74 1.11 -0.27
C 2.58 0.17 -2.86 0.28
C 2.95 -0.68 -3.91 -0.36
C 3.27 -0.13 -5.14 -0.78
C 3.22 1.25 -5.31 -0.57
C 2.86 2.09 -4.27 -0.75
C 2.53 1.55 -3.03 -0.53
H -0.08 -1.32 -2.63 0.51
H -1.15 -3.51 -2.98 0.63
H -0.17 -5.55 -1.99 0.45
H 1.88 -5.41 -0.62 0.50
H 2.98 -3.22 -0.26 0.50
H 5.05 -0.29 -1.97 0.44
H 7.11 -0.43 -0.60 0.46
H 6.95 -0.75 1.84 0.42
H 4.75 -0.93 2.93 0.52
H 2.69 -0.79 1.60 0.65
H 2.98 -1.75 -3.76 0.48
H 3.55 -0.78 -5.96 0.46
H 3.48 1.67 -6.28 0.43
H 2.83 3.16 -4.42 0.49
H 2.24 2.20 -2.21 0.57
```

=====

(4)
DFT (ωB97M-V/def2-TZVPD) results for a molecular structure, C52H58ClN4O12Pb.

The calculation puts the energy above the lowest of the compared OMol25 structures with the same formula, charge and spin at 162.9 kcal/mol. As for the energy: -3790.5809 a.u. The largest force on an atom is 6.11 eV/Å. The total charge is -1.

The geometry in XYZ format:
```
128
Properties=species:S:1:pos:R:3:mulliken_charge:R:1
Pb 1.58 0.31 -1.72 1.29
C -0.02 0.50 4.12 -1.76
C 0.34 0.28 2.61 0.89
C 0.62 1.69 1.88 -0.79
C 1.07 -1.03 2.36 0.42
C 2.32 -1.25 2.91 -0.54
C 3.27 -2.15 2.34 -1.31
C 3.05 -2.79 1.17 -0.79
C 1.85 -2.74 0.45 0.69
C 1.01 -4.00 -0.17 1.97
C 0.33 -4.82 0.80 -0.29
C 1.55 -4.81 -1.35 -1.56
C 0.59 -1.92 1.23 -0.79
N -0.60 -2.07 0.77 0.77
C -1.77 -1.90 1.52 -0.82
C -2.96 -1.76 0.63 0.20
N -3.09 -0.94 -0.33 -0.67
C -3.87 -1.00 -1.53 0.58
C -3.25 -1.78 -2.67 -0.04
C -3.93 -1.68 -3.83 -0.47
C -5.30 -1.37 -3.87 -1.09
C -5.90 -0.71 -2.85 -0.78
C -5.15 -0.35 -1.68 -0.05
C -5.97 0.37 -0.56 0.82
C -5.27 0.68 0.73 -1.16
C -7.25 -0.47 -0.27 -1.44
C -1.91 -2.57 -2.57 1.62
C -2.23 -3.94 -1.72 -0.12
C -0.84 -2.72 -3.72 -1.18
C -3.93 -2.71 1.21 1.03
C -5.19 -3.05 0.65 -0.56
C -5.95 -4.12 1.21 -1.46
C -5.36 -4.82 2.33 -0.47
C -4.06 -4.63 2.90 0.46
C -3.33 -5.30 3.96 -1.20
C -2.03 -4.91 4.18 -0.76
C -1.29 -3.82 3.57 -0.64
C -1.99 -3.02 2.51 -0.16
C -3.36 -3.53 2.25 0.40
H -0.72 1.35 4.16 0.43
H 0.94 0.80 4.70 0.31
H -0.33 -0.29 4.79 0.34
H -0.68 0.30 2.25 -0.04
H 0.48 2.44 2.64 -0.54
H 0.02 2.04 1.04 0.62
H 12.00 -1.79 -3.01 0.33
H 2.52 -0.53 3.68 0.51
H 4.25 -2.16 2.80 0.41
H 3.85 -3.41 0.78 0.49
H 0.14 -3.43 -0.51 -0.89
H 0.23 -4.26 1.69 -0.45
H 0.79 -5.77 1.08 0.47
H -0.68 -5.07 0.40 0.21
H 2.00 -5.75 -1.03 0.33
H 2.19 -4.25 -2.02 0.37
H 0.69 -5.08 -2.03 0.27
H -3.55 -1.80 -4.89 0.27
H -5.79 -1.74 -4.79 0.30
H -6.97 -0.36 -2.85 0.34
H -6.16 1.23 -1.24 0.40
H -5.09 -0.33 1.12 0.17
H -6.09 1.14 1.40 0.38
H -4.31 1.26 0.78 0.22
H -7.04 -1.26 0.52 0.11
H -7.93 -0.66 -0.98 0.63
H -8.11 0.02 0.24 0.42
H -1.35 -2.01 -1.81 -0.55
H -2.71 -4.73 -2.27 0.60
H -3.02 -3.75 -0.96 -0.40
H -1.29 -4.25 -1.28 -0.24
H -1.26 -3.06 -4.69 0.38
H -0.26 -3.52 -3.30 0.21
H -0.29 -1.81 -3.92 0.25
H -5.51 -2.44 -0.19 1.12
H -6.93 -4.33 0.82 0.47
H -6.00 -5.59 2.81 0.26
H -3.83 -6.16 4.45 0.30
H -1.40 -5.44 4.93 0.33
H -0.26 -3.75 3.80 0.60
O -0.95 2.43 -2.22 -0.56
H -1.49 1.78 -2.69 0.29
H -0.89 3.15 -2.92 0.30
O 10.45 -1.72 -2.22 -0.64
H 3.75 0.99 1.81 0.48
H 9.90 -2.47 -2.32 0.31
O -3.72 5.75 5.78 -0.64
H -3.34 6.44 5.21 0.32
H -4.37 5.20 5.35 0.32
H 2.18 -2.11 -0.30 -0.14
O 2.62 0.62 -5.14 -0.71
C 3.00 1.58 -4.38 0.40
O 2.98 1.71 -3.11 -0.61
C 3.63 2.78 -5.09 0.40
C 4.31 3.67 -4.24 -0.40
C 4.98 4.73 -4.82 -0.23
C 4.80 4.95 -6.17 -0.39
C 4.04 4.09 -6.97 0.19
C 3.51 2.93 -6.45 -0.58
N 3.71 4.43 -8.47 0.99
O 4.28 5.41 -8.84 -0.59
O 3.04 3.65 -9.15 -0.59
N 5.42 5.86 -3.94 0.93
O 6.02 6.83 -4.44 -0.59
O 5.06 5.78 -2.76 -0.53
H 4.26 3.58 -3.13 0.40
H 5.19 5.84 -6.65 0.53
H 2.94 2.27 -7.11 0.55
C 0.92 4.72 4.03 -1.29
C 2.40 4.39 4.12 1.05
C 2.95 4.58 5.35 -0.87
C 4.36 4.66 5.41 0.24
Cl 4.91 5.68 6.71 -0.26
C 5.11 4.35 4.26 -0.62
C 4.51 4.02 3.01 -0.59
C 3.09 4.20 2.91 0.76
O 2.39 4.36 1.74 -0.50
C 2.42 3.37 0.76 -1.03
C 1.98 1.77 1.27 0.92
O 2.94 1.40 2.09 -0.35
O 1.96 1.17 0.12 -0.72
H 0.42 4.66 5.00 0.40
H 0.50 4.05 3.28 0.24
H 0.79 5.74 3.65 0.31
H 2.36 4.94 6.18 0.39
H 6.21 4.51 4.35 0.33
H 5.10 3.75 2.13 0.41
H 3.43 3.12 0.39 0.26
H 1.61 3.49 0.08 0.71
```

=====

(5)
DFT (ωB97M-V/def2-TZVPD) results for a single N2 molecule.

The calculation puts the energy above the lowest of the compared OMol25 structures with the same formula, charge and spin at 0.0 kcal/mol. As for the energy: -109.5526 a.u. The largest force on an atom is 0.44 eV/Å.

The geometry in XYZ format:
```
2
Properties=species:S:1:pos:R:3:mulliken_charge:R:1
N 0.00 0.00 0.55 0.00
N 0.00 0.00 -0.55 0.00
```

=====

(6)
DFT (ωB97M-V/def2-TZVPD) results for a molecular structure, C6H11ClCuF3NdO2.

The calculation puts the energy above the lowest of the compared OMol25 structures with the same formula, charge and spin at 49.7 kcal/mol. The spin multiplicity is 5. As for the energy: -3347.2470 a.u. The largest force on an atom is 4.81 eV/Å. The total charge is -2.

The geometry in XYZ format:
```
25
Properties=species:S:1:pos:R:3:mulliken_charge:R:1
Nd 0.39 -0.28 -3.11 0.84
Cl 1.34 1.95 -3.34 -0.57
C -0.77 0.17 -5.27 -1.17
C 2.33 -0.59 -4.72 -1.17
H -0.49 -0.43 -6.15 0.26
H -1.82 -0.11 -5.12 0.29
H -0.74 1.18 -5.70 0.19
H 2.22 -1.10 -5.68 0.25
H 3.08 -1.22 -4.20 0.29
H 2.83 0.35 -5.01 0.22
Cu -0.34 0.05 0.48 -0.39
C -1.48 1.14 -0.66 -1.06
C -0.21 -1.66 -0.46 -0.57
H -1.91 0.85 -1.63 0.38
H -2.31 1.27 0.03 0.11
H -1.12 2.15 -0.86 0.33
H 0.17 -2.32 0.39 0.09
H -1.24 -2.12 -0.51 0.07
F 1.52 0.86 4.87 -0.26
C 1.56 1.44 3.65 0.74
F 1.02 2.70 3.75 -0.26
F 2.87 1.60 3.32 -0.27
C 0.78 0.62 2.54 0.96
O 0.23 -0.44 2.86 -0.63
O 0.77 1.15 1.37 -0.67
```

=====

(7)
DFT (ωB97M-V/def2-TZVPD) results for 2 unconnected molecules or ions with the total composition HN3O3.

The calculation puts the energy above the lowest of the compared OMol25 structures with the same formula, charge and spin at 1.8 kcal/mol. As for the energy: -390.4927 a.u. The largest force on an atom is 2.77 eV/Å.

The geometry in XYZ format:
```
7
Properties=species:S:1:pos:R:3:mulliken_charge:R:1
O -1.20 -2.03 0.07 -0.48
N -0.80 -0.99 -0.24 1.04
O -1.24 -0.10 -0.95 -0.53
O 0.46 -0.69 0.30 -0.40
H 0.44 0.28 0.19 0.38
N -4.44 0.77 0.05 -0.10
N -3.94 -0.15 0.35 0.11
```

=====

(8)
DFT (ωB97M-V/def2-TZVPD) results for 2 unconnected molecules or ions with the total composition C9H14.

The calculation puts the energy above the lowest of the compared OMol25 structures with the same formula, charge and spin at 34.0 kcal/mol. As for the energy: -351.2760 a.u. The largest force on an atom is 3.67 eV/Å.

The geometry in XYZ format:
```
23
Properties=species:S:1:pos:R:3:mulliken_charge:R:1
C 2.03 -1.51 -0.68 -1.22
C 1.10 -0.33 -0.88 0.58
C 1.31 0.83 -0.14 -0.16
C 0.41 1.88 -0.20 -0.69
C -0.57 1.89 -1.15 -0.22
C -0.69 0.85 -2.03 -0.52
C 0.21 -0.21 -1.95 -0.44
H 2.05 -2.18 -1.58 0.33
H 1.83 -2.21 0.09 0.29
H 2.99 -1.04 -0.51 0.32
H 2.13 1.08 0.55 0.23
H 0.46 2.57 0.63 0.41
H -1.36 2.62 -1.20 0.35
H -1.46 0.93 -2.77 0.42
H 0.22 -1.05 -2.67 0.29
C -1.13 -1.29 1.74 -0.33
C -1.56 0.22 1.87 -0.23
H -0.80 -1.86 2.74 0.24
H -1.97 -1.92 1.50 0.28
H -0.29 -1.20 1.12 -0.19
H -2.60 0.42 1.43 0.22
H -0.86 0.84 1.20 -0.28
H -1.45 0.68 2.87 0.33
```